No. 1
Computed, not measured: a cluster of 10 separate species, C23H59BN18O16 in total, with ωB97M-V/def2-TZVPD.

Positions of all 117 atoms, in Å:
C -0.136 -1.344 4.988
C 0.129 0.093 4.868
B 0.511 0.633 3.365
O 1.551 1.676 3.190
C 1.088 2.332 1.967
C 1.454 1.629 0.563
C 2.921 2.095 0.037
C 3.458 0.844 -0.857
O 2.857 3.229 -0.871
C -0.464 2.519 2.391
C -1.491 3.278 1.422
C -2.930 3.255 2.189
C -4.157 3.470 1.168
C -5.347 2.422 1.483
O -5.704 2.287 2.682
O -5.882 1.682 0.394
C -7.293 1.374 0.572
C -7.375 -0.165 1.052
C -0.404 3.469 3.704
O 0.343 4.524 3.783
O -1.206 3.217 4.824
O -0.754 1.152 2.781
H -1.208 -1.741 5.111
H 0.742 -2.090 4.891
H 0.025 0.778 5.791
H 0.999 -0.313 2.788
H 1.445 3.414 1.786
H 0.666 1.935 -0.218
H 1.473 0.489 0.596
H 3.628 2.315 0.923
H 2.595 0.566 -1.572
H 3.597 -0.031 -0.132
H 4.416 1.107 -1.439
H 1.927 3.446 -1.099
H -1.560 2.839 0.367
H -1.163 4.386 1.414
H -3.097 2.262 2.752
H -2.969 4.081 2.973
H -4.609 4.510 1.362
H -3.849 3.446 0.071
H -7.830 2.098 1.270
H -7.856 1.422 -0.432
H -6.324 -0.623 0.962
H -7.707 -0.293 2.138
H -8.057 -0.815 0.408
C -0.670 -4.847 6.530
O -1.194 -3.758 6.389
N -0.299 -5.330 7.748
N -0.408 -5.675 5.486
H 0.135 -6.224 7.887
H -0.476 -4.744 8.547
H -0.667 -5.354 4.569
H 0.024 -6.575 5.582
C -5.651 -2.583 -1.642
O -6.777 -2.127 -1.488
N -5.398 -3.708 -2.354
N -4.551 -1.999 -1.110
H -4.476 -4.091 -2.485
H -6.186 -4.178 -2.768
H -4.691 -1.158 -0.571
H -3.618 -2.357 -1.224
C -4.197 -7.100 -0.233
O -4.769 -7.650 -1.166
N -3.278 -7.736 0.538
N -4.430 -5.813 0.112
H -2.798 -7.304 1.308
H -3.076 -8.696 0.314
H -5.108 -5.304 -0.437
H -3.971 -5.346 0.874
C 2.933 5.579 -3.599
O 1.767 5.762 -3.273
N 3.885 5.188 -2.724
N 3.371 5.755 -4.874
H 4.844 5.032 -2.975
H 3.600 5.044 -1.765
H 2.690 6.046 -5.555
H 4.324 5.611 -5.167
C -1.386 1.916 -2.620
O -0.887 2.311 -1.582
N -1.192 2.544 -3.810
N -2.178 0.815 -2.679
H -1.593 2.236 -4.676
H -0.609 3.366 -3.805
H -2.345 0.324 -1.815
H -2.599 0.473 -3.523
C 7.026 7.126 -4.555
O 6.286 6.182 -4.793
N 6.661 8.412 -4.776
N 8.274 6.968 -4.050
H 7.251 9.201 -4.588
H 5.739 8.569 -5.151
H 8.581 6.025 -3.871
H 8.895 7.729 -3.847
C 7.145 2.245 -2.764
O 7.347 2.150 -1.566
N 7.088 1.164 -3.584
N 6.959 3.438 -3.384
H 6.922 1.220 -4.572
H 7.220 0.260 -3.161
H 6.993 4.264 -2.809
H 6.793 3.538 -4.369
C 1.670 -6.896 2.969
O 0.577 -6.411 3.209
N 1.826 -8.024 2.227
N 2.824 -6.351 3.424
H 2.716 -8.438 2.019
H 0.990 -8.458 1.871
H 2.748 -5.512 3.979
H 3.733 -6.732 3.240
C -1.302 -4.418 -2.764
O -2.366 -3.967 -2.364
N -0.333 -3.636 -3.296
N -1.003 -5.738 -2.709
H 0.547 -3.985 -3.629
H -0.519 -2.647 -3.352
H -1.701 -6.352 -2.318
H -0.137 -6.129 -3.031

Results
Total charge: -2
LUMO level: 2.6 eV

---

No. 2
Computed, not measured: a structure of composition C23H59ClInN2O12, with ωB97M-V/def2-TZVPD.

Positions of all 98 atoms, in Å:
In 1.733 -0.461 -1.649
Cl 4.512 -0.421 -4.142
C -3.078 0.746 1.934
C -2.069 -0.502 1.985
C -2.487 -1.530 2.999
C -3.862 -2.150 2.683
C -3.816 -2.702 1.180
C -3.082 -1.864 0.045
N -1.841 -1.218 0.661
O -1.009 -0.503 -0.315
C -4.079 -0.947 -0.563
C -2.738 -2.882 -1.132
C -0.662 -0.093 2.610
H -4.084 0.330 1.878
H -2.934 1.469 1.131
H -3.172 1.309 2.863
H -2.439 -1.096 3.998
H -1.839 -2.406 2.989
H -4.674 -1.455 2.894
H -3.923 -2.949 3.422
H -4.841 -2.985 0.940
H -3.397 -3.705 1.249
H -3.613 -0.346 -1.344
H -4.713 -0.480 0.191
H -4.895 -1.532 -0.988
H -3.571 -3.483 -1.496
H -2.121 -3.612 -0.609
H -2.204 -2.387 -1.943
H -0.183 0.798 2.202
H 0.011 -0.946 2.524
H -0.681 0.191 3.662
C -1.165 4.601 5.430
C -1.781 4.046 4.107
C -1.473 4.914 2.781
O -1.805 4.309 1.565
C -0.728 3.908 0.698
N -0.958 2.886 4.029
H -0.121 4.808 5.198
H -1.265 3.839 6.204
H -1.639 5.505 5.813
H -2.862 3.956 4.221
H -0.434 5.243 2.756
H -2.143 5.766 2.895
H -0.468 2.850 0.661
H 0.172 4.523 0.710
H -1.124 4.181 -0.281
H -1.270 2.375 3.216
H 0.019 3.095 3.881
C 0.284 2.464 -3.930
C -0.839 2.361 -2.876
O -0.269 1.822 -1.634
O 0.965 1.220 -4.025
H 1.016 3.232 -3.678
H -0.242 2.799 -4.824
H -1.674 1.703 -3.115
H -1.467 3.218 -2.635
H -0.947 1.331 -1.164
H 1.243 1.054 -4.929
C 1.799 -3.478 1.108
C 0.585 -3.782 0.292
O 0.609 -3.478 -1.136
O 2.071 -2.101 0.992
H 2.633 -3.994 0.633
H 1.588 -3.829 2.118
H -0.256 -3.303 0.793
H 0.502 -4.868 0.294
H 0.690 -4.284 -1.652
H 2.763 -1.875 1.618
C 3.980 2.671 -0.699
C 2.846 2.753 0.395
O 2.335 1.454 0.783
O 3.631 1.909 -1.813
H 4.760 2.100 -0.196
H 4.275 3.675 -1.007
H 1.978 3.352 0.119
H 3.283 3.336 1.206
H 2.543 1.473 1.720
H 4.310 1.859 -2.490
C 5.091 -2.586 -1.373
C 5.276 -1.243 -0.733
O 4.176 -0.679 -0.102
O 3.736 -2.809 -1.770
H 5.395 -3.280 -0.588
H 5.760 -2.603 -2.233
H 5.698 -0.520 -1.431
H 6.117 -1.133 -0.049
H 4.386 -0.764 0.831
H 3.671 -3.711 -2.092
C -0.736 -2.462 -4.119
C 0.455 -2.874 -4.869
O 1.661 -2.596 -4.094
O -0.702 -1.123 -3.676
H -0.744 -3.105 -3.239
H -1.709 -2.504 -4.608
H 0.525 -2.317 -5.804
H 0.382 -3.942 -5.076
H 2.421 -2.926 -4.579
H -1.064 -0.609 -4.401

Results
Total charge: +1
LUMO level: -6.7 eV

---

No. 3
Computed, not measured: a cluster of 6 separate species, C23H61N5O11 in total, with ωB97M-V/def2-TZVPD.

Positions of all 100 atoms, in Å:
C -1.388 0.211 6.635
O -0.349 0.525 6.042
N -1.445 -0.623 7.633
N -2.544 0.733 6.350
H -0.501 -0.778 7.957
H -2.178 -0.261 8.226
H -3.309 0.557 6.986
H -2.524 1.427 5.617
C 0.150 -2.800 -4.664
O 1.540 -2.899 -4.327
C 1.806 -3.618 -3.095
C 3.388 -3.845 -2.998
N 3.715 -4.910 -3.954
C 5.196 -5.048 -4.104
C 5.610 -5.709 -5.455
O 5.096 -5.068 -6.614
C 5.417 -5.698 -7.875
H 0.160 -2.326 -5.646
H -0.429 -2.150 -4.009
H -0.218 -3.807 -4.861
H 1.288 -4.576 -3.132
H 1.425 -2.999 -2.283
H 3.676 -4.076 -1.973
H 3.851 -2.902 -3.288
H 3.443 -4.442 -4.807
H 5.623 -5.572 -3.248
H 5.703 -4.090 -3.994
H 5.305 -6.753 -5.534
H 6.697 -5.792 -5.453
H 4.738 -6.543 -7.993
H 6.436 -6.073 -7.778
H 5.278 -4.946 -8.652
C -7.530 5.708 1.627
O -7.592 4.851 0.461
C -7.643 3.429 0.753
C -7.449 2.582 -0.565
N -6.072 2.723 -1.055
C -6.024 1.910 -2.348
C -4.753 2.330 -3.094
O -4.766 3.663 -3.652
C -3.600 3.913 -4.456
H -8.004 6.686 1.547
H -6.481 5.853 1.886
H -8.027 5.186 2.445
H -8.619 3.150 1.149
H -6.881 3.131 1.473
H -8.202 2.932 -1.272
H -7.610 1.548 -0.259
H -5.934 3.688 -1.318
H -6.908 2.113 -2.953
H -5.994 0.849 -2.101
H -4.640 1.634 -3.926
H -3.920 2.088 -2.434
H -3.605 3.233 -5.308
H -2.723 3.768 -3.825
H -3.533 4.986 -4.641
C 10.182 1.108 3.643
O 8.830 1.249 3.231
C 7.994 0.159 3.634
C 6.589 0.532 3.181
N 6.625 0.577 1.707
C 5.312 0.563 1.091
C 4.442 1.808 1.423
O 5.010 2.818 0.657
C 4.077 3.800 0.237
H 10.827 1.883 3.229
H 10.628 0.175 3.298
H 10.301 1.001 4.721
H 8.147 0.038 4.707
H 8.227 -0.819 3.212
H 6.230 1.461 3.623
H 5.878 -0.218 3.528
H 6.872 1.532 1.487
H 4.793 -0.262 1.580
H 5.348 0.319 0.030
H 4.223 2.075 2.457
H 3.526 1.424 0.974
H 3.396 4.153 1.011
H 3.449 3.322 -0.515
H 4.666 4.591 -0.228
C -1.778 2.400 1.170
C -1.518 0.964 0.730
O -1.169 0.065 1.758
O -2.802 2.501 2.187
H -2.165 2.895 0.280
H -0.884 2.919 1.516
H -0.768 0.869 -0.056
H -2.402 0.742 0.132
H -0.934 0.561 2.546
H -3.588 2.741 1.690
C -5.679 -2.985 2.199
C -6.113 -2.005 3.233
O -7.436 -1.477 3.028
O -6.320 -4.280 2.391
H -4.592 -3.064 2.218
H -6.046 -2.612 1.243
H -5.402 -1.179 3.261
H -6.155 -2.627 4.128
H -7.996 -2.176 3.374
H -5.973 -4.644 3.209

Results
Total charge: 0
SMILES string: COCCNCCOC.COCCNCCOC.COCCNCCOC.NC(N)=O.OCCO.OCCO
Relative energy (zero: lowest compared OMol25 entry of this formula, charge and spin): 432.7 kJ/mol
LUMO level: 0.4 eV

---

No. 4
Computed, not measured: a cluster of 9 separate species, C23H62F6O22PS8 in total, with ωB97M-V/def2-TZVPD.

Positions of all 122 atoms, in Å:
P -1.221 17.421 0.102
F -1.372 16.311 1.273
F -0.172 18.266 0.978
F -0.018 16.548 -0.568
F -1.080 18.548 -1.074
F -2.319 16.609 -0.837
F -2.453 18.221 0.802
O 4.331 13.687 1.239
S 3.983 12.307 1.361
O 3.642 11.705 2.609
O 2.871 11.958 0.259
C 1.517 12.040 0.738
C 1.136 13.343 1.422
C 5.238 11.308 0.618
H 1.307 11.172 1.363
H 0.825 12.023 -0.106
H 1.285 14.192 0.739
H 1.753 13.642 2.275
H 0.080 13.291 1.678
H 6.066 11.313 1.326
H 5.566 11.754 -0.316
H 4.859 10.303 0.490
O 1.781 21.312 1.654
S 0.683 22.205 1.860
O 0.913 23.483 2.458
O -0.076 22.461 0.487
C 0.743 22.669 -0.687
C 0.102 22.055 -1.927
C -0.647 21.391 2.679
H 1.746 22.314 -0.453
H 0.740 23.739 -0.928
H -0.053 20.973 -1.906
H 0.813 22.207 -2.744
H -0.849 22.545 -2.117
H -1.561 21.901 2.369
H -0.546 21.507 3.749
H -0.701 20.384 2.267
O -1.873 16.654 -5.931
S -2.493 15.518 -5.324
O -3.042 14.450 -6.079
O -1.405 14.819 -4.408
C -0.254 15.499 -3.865
C 0.324 14.493 -2.879
C -3.638 16.131 -4.133
H -0.522 16.450 -3.399
H 0.511 15.643 -4.630
H -0.343 14.222 -2.051
H 1.236 14.775 -2.361
H 0.365 13.573 -3.471
H -4.293 15.364 -3.730
H -4.308 16.836 -4.626
H -3.002 16.620 -3.405
O -2.964 15.032 3.371
S -3.313 14.037 2.423
O -2.321 13.094 2.017
O -4.569 13.196 2.948
C -5.295 13.657 4.110
C -5.672 12.478 4.985
C -4.045 14.809 1.012
H -6.217 14.186 3.844
H -4.742 14.348 4.745
H -4.893 12.325 5.733
H -5.853 11.552 4.448
H -6.572 12.743 5.546
H -4.919 14.267 0.669
H -3.300 14.806 0.221
H -4.292 15.832 1.278
O 2.485 14.816 4.500
S 1.416 15.703 4.817
O 1.260 16.188 6.141
O 1.441 16.979 3.889
C 2.024 16.932 2.570
C 2.759 18.239 2.346
C -0.134 15.032 4.361
H 1.283 16.741 1.788
H 2.685 16.064 2.430
H 2.032 18.999 2.641
H 3.080 18.394 1.320
H 3.636 18.360 2.982
H -0.054 14.789 3.301
H -0.823 15.874 4.307
H -0.529 14.271 5.014
O -4.500 21.460 -4.067
S -4.425 20.074 -3.705
O -5.363 19.208 -4.344
O -2.958 19.559 -3.913
C -1.929 20.536 -4.292
C -0.625 19.753 -4.526
C -4.615 19.926 -1.968
H -1.777 21.256 -3.498
H -2.286 20.990 -5.214
H -0.378 19.215 -3.612
H 0.153 20.508 -4.645
H -0.789 19.079 -5.361
H -4.490 18.880 -1.717
H -5.592 20.349 -1.767
H -3.800 20.457 -1.487
O 5.910 16.599 -2.883
S 4.952 16.717 -1.852
O 5.296 17.167 -0.543
O 3.835 17.751 -2.333
C 2.642 17.838 -1.497
C 2.372 19.312 -1.315
C 4.010 15.201 -1.824
H 2.832 17.306 -0.570
H 1.841 17.355 -2.057
H 1.729 19.601 -0.486
H 1.895 19.695 -2.222
H 3.343 19.802 -1.237
H 4.733 14.453 -1.530
H 3.749 15.149 -2.881
H 3.103 15.274 -1.247
C -3.883 18.852 3.184
S -3.905 18.556 4.958
O -4.831 17.421 5.225
C -2.253 17.860 5.106
H -3.356 19.753 2.897
H -4.916 18.891 2.833
H -3.489 17.934 2.755
H -1.696 17.836 4.160
H -2.360 16.817 5.389
H -1.676 18.458 5.806

Results
Total charge: -1
Relative energy (zero: lowest compared OMol25 entry of this formula, charge and spin): 0.0 kJ/mol
LUMO level: 1.9 eV